{"formula": "C24H19BClCoF4N4O2", "method": "ωB97M-V/def2-TZVPD", "gap_ev": 8.3, "largest_force_ev_per_a": 1.16, "molar_mass_da": 576.63, "homo_energy_ev": -8.79, "symbols": ["Co", "Cl", "H", "H", "H", "C", "C", "H", "N", "C", "C", "H", "C", "F", "C", "C", "H", "F", "H", "C", "H", "H", "C", "C", "C", "C", "B", "F", "H", "H", "C", "C", "C", "H", "H", "N", "C", "C", "F", "C", "C", "N", "C", "C", "O", "H", "H", "H", "C", "C", "H", "N", "H", "O", "H", "C"], "coordinates": [[-0.53012, -0.93611, -0.45170], [-3.30420, 2.52253, 0.84076], [-4.32699, -2.99439, 1.87067], [1.45761, 0.83708, 0.73359], [-2.61750, -3.58682, 3.08246], [-0.34456, -2.05645, 1.06712], [-4.07078, -2.37366, 1.02482], [1.54508, -2.06803, -2.19080], [0.52007, 4.89500, -1.20299], [3.65019, 2.90152, 0.79592], [-2.74642, -2.03841, 0.78615], [4.21970, 3.52337, 1.47842], [2.08789, -1.32778, -1.62342], [-0.80384, -1.07498, -2.92211], [0.73716, -3.24217, 2.85298], [-1.57813, -2.47291, 1.56363], [1.78466, -2.14839, 1.34919], [0.08643, -3.08666, -3.61230], [5.16691, -0.00822, -1.21494], [-3.36071, -0.83434, -1.11348], [2.43928, 5.21617, 1.53150], [3.95496, -1.74077, -2.55413], [-1.09309, 1.44787, -0.20435], [3.44013, -1.13754, -1.82002], [-4.69569, -1.13405, -0.92818], [2.04242, 4.78595, 0.62164], [-0.83661, -2.46829, -2.80484], [-2.10104, -2.98672, -2.89999], [-0.54340, -4.26784, 4.24069], [-3.00568, -0.24653, -1.94801], [2.54004, 3.59253, 0.11042], [3.39273, 0.58992, -0.16641], [2.04438, 0.31092, -0.00627], [4.95254, 1.33930, 1.15484], [-1.03999, 3.07017, 1.20760], [-2.42985, -1.26869, -0.26757], [4.04709, 1.64260, 0.63663], [-1.60531, 2.76220, 0.33335], [-0.36292, -2.56166, -1.40076], [1.02059, 5.40069, -0.07913], [-5.05018, -1.91181, 0.16305], [1.40398, -0.61817, -0.71345], [-0.49267, -3.65151, 3.35323], [1.07131, 3.75300, -1.61639], [-1.08202, 1.17119, -1.40325], [0.68104, 3.32629, -2.53302], [-5.43038, -0.77110, -1.63150], [1.65088, -3.54292, 3.35007], [0.80799, -2.44341, 1.71633], [-1.65624, -3.26623, 2.70138], [0.58324, 6.32982, 0.27015], [2.05147, 3.08495, -1.02266], [-1.58530, 3.52290, -0.43934], [-0.70434, 0.58453, 0.67234], [-6.08761, -2.16594, 0.33773], [4.10581, -0.17803, -1.07566]], "forces_ev_per_angstrom": [[0.29, 0.17, 0.86], [0.03, 0.02, 0.00], [-0.01, 0.00, 0.00], [0.00, -0.01, -0.05], [0.00, -0.01, 0.01], [-0.19, 0.46, -0.04], [0.00, -0.01, 0.05], [0.08, 0.08, 0.03], [0.05, -0.11, -0.02], [-0.04, 0.18, -0.02], [-0.11, -0.03, 0.01], [-0.02, 0.01, -0.02], [0.06, 0.03, -0.03], [-0.25, 0.28, -0.69], [-0.13, -0.04, 0.07], [-0.24, -0.02, -0.02], [-0.06, 0.01, 0.01], [-0.01, -0.05, 0.14], [-0.01, -0.01, 0.00], [-0.04, 0.04, -0.06], [-0.01, 0.00, -0.01], [0.01, 0.01, 0.01], [0.08, -0.27, 0.35], [0.06, 0.02, 0.00], [-0.01, -0.02, 0.04], [0.01, 0.05, 0.07], [-0.10, 0.30, -0.40], [0.11, -0.01, 0.10], [-0.01, 0.00, 0.00], [0.01, 0.01, 0.01], [-0.01, 0.05, 0.08], [0.08, -0.02, -0.04], [-0.01, 0.02, 0.12], [-0.04, -0.01, 0.01], [0.01, 0.01, 0.03], [0.33, -0.03, 0.03], [0.07, -0.21, -0.02], [-0.03, 0.04, -0.11], [-0.03, -1.16, -0.01], [-0.01, -0.01, -0.01], [0.00, 0.02, -0.02], [-0.11, -0.06, 0.01], [-0.01, 0.08, -0.12], [0.04, 0.12, 0.02], [-0.04, 0.13, -0.11], [-0.02, -0.02, 0.02], [0.00, 0.00, 0.01], [0.00, -0.01, 0.01], [0.36, -0.03, -0.05], [0.12, -0.08, 0.10], [0.01, 0.00, 0.00], [-0.06, -0.08, -0.11], [-0.05, 0.01, 0.01], [-0.18, 0.16, -0.24], [0.00, -0.01, 0.00], [0.01, 0.02, -0.03]], "nbo_charge": [1.129, -0.044, 0.223, 0.237, 0.207, -0.012, -0.235, 0.249, -0.452, -0.219, 0.216, 0.216, 0.047, -0.559, -0.174, -0.076, 0.213, -0.539, 0.222, 0.101, 0.225, 0.224, 0.756, -0.186, -0.256, -0.286, 1.348, -0.537, 0.215, 0.249, 0.189, -0.105, 0.098, 0.217, 0.229, -0.436, -0.134, -0.469, -0.518, 0.073, -0.130, -0.448, -0.232, 0.263, -0.666, 0.202, 0.232, 0.212, -0.281, -0.186, 0.202, -0.456, 0.246, -0.680, 0.222, -0.147]}